a | DFT (ωB97M-V/def2-TZVPD) results for 3 unconnected molecules or ions with the total composition C3H9NOS.

Structure (XYZ):
```
15
Properties=species:S:1:pos:R:3
C -4.1110 0.1091 -0.6805
C 0.3777 -0.1489 -0.3477
C -3.4658 -0.3956 0.3525
N 2.5637 0.8822 -1.0149
O 5.1477 -0.3834 0.3047
S 1.9727 -0.1348 0.0308
H 5.5937 0.3986 -0.1075
H -4.4374 1.1906 -0.7255
H -4.1521 -0.5466 -1.5773
H -0.3995 -0.6029 0.2454
H 5.9920 -0.8525 0.5300
H -0.0016 0.2627 -1.1576
H -3.4183 0.0695 1.4022
H -3.2317 -1.4763 0.2847
H 3.5629 1.0558 -0.9066
```

Values from the calculation:
**Spin multiplicity**: 1
**Kohn-Sham gap**: 8.45 eV
**Net charge**: 0



b | DFT (ωB97M-V/def2-TZVPD) results for a single C3H9NOS molecule.

Structure (XYZ):
```
15
Properties=species:S:1:pos:R:3
C 1.1540 0.8215 0.2793
C 2.4034 0.1993 -0.1214
C -1.5121 -1.4027 -0.2726
N -1.5142 1.0382 0.7078
O -0.8572 0.6359 -1.7534
S -0.6506 0.2047 -0.3951
H 1.0008 0.5970 1.3884
H 2.3663 0.0222 -1.2221
H 3.2653 0.8739 0.0852
H 2.7505 -0.7671 0.4057
H -2.7204 -1.5543 -0.4536
H -1.0784 -1.8505 -1.0635
H -1.2374 -1.8874 0.6719
H -0.8990 1.6403 1.1507
H -2.4710 1.4290 0.5930
```

Values from the calculation:
**Structure (SMILES)**: CC=[S@@](C)(N)=O
**Spin multiplicity**: 1
**Kohn-Sham gap**: 8.28 eV
**Net charge**: 0



c | DFT (ωB97M-V/def2-TZVPD) results for 2 unconnected molecules or ions with the total composition C3H9NOS.

Structure (XYZ):
```
15
Properties=species:S:1:pos:R:3
C -1.8240 0.0423 -0.5510
C 1.3815 -0.0142 2.5781
C 0.0419 -0.5476 -2.3609
N 1.1214 0.0585 1.3535
O -1.4717 -2.5027 -1.3657
S -0.6795 -1.4096 -0.8658
H -2.3220 0.3866 -1.4907
H -1.2636 0.7084 0.0957
H 2.1444 0.3529 3.1656
H 0.7437 -0.6142 3.2621
H -2.6905 -0.2654 0.1264
H 0.9574 -1.1159 -2.3474
H -0.4331 -0.8670 -3.3675
H 0.4799 0.4019 -2.2358
H 1.8529 0.6643 0.9041
```

Values from the calculation:
**Spin multiplicity**: 1
**Kohn-Sham gap**: 9.54 eV
**Net charge**: 0



Here is how they stack up, most stable first: c, a, b.